[1]
Molecular formula: C7H10
Method: DFT, ωB97M-V with the def2-TZVPD basis set

Each line ends with the natural charge from an NBO analysis.
Cartesian coordinates (Å):
1 H -0.903 0.711 -2.958  0.21
2 H -1.117 0.948 1.836  -0.05
3 C -0.150 -1.127 1.339  -0.31
4 H 1.789 -0.158 1.623  0.21
5 H -0.462 2.711 -1.318  0.22
6 C -0.236 -0.670 -1.259  -0.46
7 H -1.062 -1.391 -1.313  0.23
8 C -0.330 1.658 -1.088  -0.24
9 C 0.105 -0.255 0.168  -0.06
10 H 1.899 -1.879 1.016  0.20
11 H -0.582 -2.114 1.166  0.20
12 H 0.589 1.773 0.946  0.23
13 C 0.088 1.160 0.208  -0.19
14 H -0.964 0.161 2.072  0.03
15 H 0.636 -1.145 -1.730  0.24
16 C 1.256 -1.016 1.222  -0.30
17 C -0.556 0.633 -1.933  -0.17

Summary:
total charge: 0
energy relative to the best compared isomer or geometry (same formula, charge and spin): 133.3 kcal per mole
calculated total energy: -272.50558 Eh


[2]
Molecular formula: C7H10
Method: DFT, ωB97M-V with the def2-TZVPD basis set

Each line ends with the natural charge from an NBO analysis.
Cartesian coordinates (Å):
1 C 0.234 -0.770 -0.725  -0.14
2 C -0.200 -0.581 1.160  -0.14
3 H -2.073 -0.184 1.920  0.24
4 C -1.455 0.130 1.081  -0.44
5 H -1.489 1.199 0.889  0.21
6 C 0.397 0.521 -1.518  -0.41
7 H -0.056 -1.525 1.658  0.23
8 H -0.585 0.881 -1.817  0.21
9 H 0.507 2.044 0.175  0.20
10 C -1.256 -0.854 -0.060  -0.35
11 H 1.075 0.419 -2.362  0.21
12 H 2.067 1.621 -0.529  0.21
13 H -1.808 -1.788 0.104  0.21
14 H 0.563 -1.760 -1.052  0.23
15 C 1.043 -0.125 0.445  -0.29
16 H 1.971 -0.456 0.933  0.22
17 C 1.065 1.228 -0.301  -0.41

Summary:
total charge: 0
energy relative to the best compared isomer or geometry (same formula, charge and spin): 99.8 kcal per mole
calculated total energy: -272.55893 Eh


[3]
Molecular formula: C7H10
Method: DFT, ωB97M-V with the def2-TZVPD basis set

Each line ends with the natural charge from an NBO analysis.
Cartesian coordinates (Å):
1 H 1.829 1.495 1.346  0.23
2 H 2.346 -1.378 0.378  0.18
3 C 1.442 -0.761 0.422  -0.23
4 H -2.023 1.383 -1.592  0.22
5 C -1.684 0.521 -1.038  -0.20
6 C 0.623 -0.863 -0.869  -0.47
7 C -0.750 -0.321 -0.738  0.05
8 C -2.065 -0.528 -0.036  -0.44
9 H 1.148 -0.352 -1.687  0.22
10 H -2.168 -0.261 1.021  0.17
11 H 0.206 2.881 -0.703  0.01
12 H -2.718 -1.356 -0.334  0.17
13 H 0.783 2.429 -0.586  -0.01
14 C 0.808 -0.515 1.757  -0.18
15 C 1.470 0.480 1.261  -0.19
16 H 0.550 -1.923 -1.151  0.22
17 H 0.204 -0.931 2.548  0.23

Summary:
total charge: 0
energy relative to the best compared isomer or geometry (same formula, charge and spin): 136.6 kcal per mole
calculated total energy: -272.50028 Eh
SMILES: C1=CC1CC1=CC1.[H][H]


[4]
Molecular formula: C7H10
Method: DFT, ωB97M-V with the def2-TZVPD basis set

Each line ends with the natural charge from an NBO analysis.
Cartesian coordinates (Å):
1 H 2.535 -1.668 1.259  0.21
2 C 0.016 -0.344 -0.759  -0.19
3 H 2.198 -0.787 -0.956  0.22
4 H -0.983 -0.759 1.185  0.21
5 H -0.250 1.710 -1.702  0.22
6 H -1.981 -1.200 -0.204  0.22
7 C 1.089 1.526 -0.074  -0.04
8 H -2.401 1.151 -0.681  0.21
9 H 1.014 1.450 1.030  0.10
10 C -0.196 1.251 -0.711  -0.38
11 C -1.223 -0.497 0.152  -0.41
12 C 1.547 -1.357 0.943  -0.39
13 H 0.733 -1.476 1.653  0.19
14 H -0.162 -0.685 -1.784  0.23
15 C -1.554 0.997 -0.006  -0.41
16 C 1.355 -0.853 -0.272  -0.20
17 H -1.735 1.540 0.927  0.21

Summary:
total charge: 0
energy relative to the best compared isomer or geometry (same formula, charge and spin): 122.3 kcal per mole
calculated total energy: -272.52315 Eh


[5]
Molecular formula: C7H10
Method: DFT, ωB97M-V with the def2-TZVPD basis set

Each line ends with the natural charge from an NBO analysis.
Cartesian coordinates (Å):
1 H -2.402 -3.198 1.618  0.20
2 C 1.453 1.029 -1.448  -0.15
3 H -0.348 1.919 -1.023  0.22
4 H 3.229 1.509 -0.434  0.20
5 C 0.360 1.316 -0.451  -0.49
6 C -1.323 -0.015 0.838  -0.22
7 H 0.729 1.858 0.415  0.22
8 H 1.029 0.798 -2.425  0.19
9 C -1.720 -1.190 1.633  -0.21
10 H -1.742 0.942 1.149  0.20
11 C 2.768 1.046 -1.294  -0.41
12 H 3.348 0.662 -2.121  0.20
13 H -1.568 -1.031 2.696  0.21
14 C -0.311 0.028 -0.022  -0.16
15 C -1.986 -2.368 1.070  -0.39
16 H -1.763 -2.422 0.012  0.20
17 H 0.247 -0.884 -0.214  0.20

Summary:
total charge: 0
energy relative to the best compared isomer or geometry (same formula, charge and spin): 55.7 kcal per mole
calculated total energy: -272.62927 Eh
SMILES: C=C/C=C/CC=C


[6]
Molecular formula: C7H10
Method: DFT, ωB97M-V with the def2-TZVPD basis set

Each line ends with the natural charge from an NBO analysis.
Cartesian coordinates (Å):
1 H -0.331 1.805 -2.120  0.24
2 H 1.236 -2.620 -0.257  0.20
3 H -1.355 -1.724 -0.821  0.22
4 C -1.079 -0.930 -0.121  -0.45
5 H -1.007 2.404 0.734  0.24
6 H -2.588 0.661 -0.812  0.23
7 H 2.446 -1.213 -0.195  0.20
8 C 1.412 -1.552 -0.173  -0.44
9 C -0.761 1.507 0.184  -0.24
10 H 1.482 1.324 -0.017  0.23
11 C -1.553 0.464 -0.544  -0.20
12 H -1.469 -1.189 0.874  0.22
13 H 1.499 0.141 2.577  -0.02
14 H 1.564 -0.447 2.125  0.01
15 C 0.415 -0.680 -0.075  0.05
16 C -0.445 1.239 -1.210  -0.24
17 C 0.534 0.810 -0.149  -0.25

Summary:
total charge: 0
energy relative to the best compared isomer or geometry (same formula, charge and spin): 81.0 kcal per mole
calculated total energy: -272.58895 Eh
SMILES: C=C1C[C@@H]2[C@@H]3[C@H]1[C@H]23.[H][H]


[7]
Molecular formula: C7H10
Method: DFT, ωB97M-V with the def2-TZVPD basis set

Each line ends with the natural charge from an NBO analysis.
Cartesian coordinates (Å):
1 H 1.965 -1.194 0.891  0.19
2 C 3.215 -0.953 -0.785  -0.40
3 H 1.264 0.823 -1.266  0.21
4 H -3.121 1.495 0.533  0.20
5 H 3.477 -0.480 -1.729  0.19
6 H -2.423 -1.458 0.475  0.19
7 C -2.535 0.605 0.317  -0.21
8 H -1.081 1.132 -1.334  0.21
9 C 2.197 -0.637 -0.014  -0.16
10 C -1.204 0.748 -0.329  -0.23
11 H 3.942 -1.736 -0.604  0.20
12 C -0.109 0.445 0.364  -0.15
13 H 1.811 1.331 0.297  0.23
14 H -0.135 -0.001 1.355  0.20
15 H -3.867 -0.725 1.316  0.20
16 C -3.023 -0.571 0.657  -0.38
17 C 1.269 0.511 -0.217  -0.49

Summary:
total charge: 0
energy relative to the best compared isomer or geometry (same formula, charge and spin): 49.8 kcal per mole
calculated total energy: -272.63871 Eh
SMILES: C=C/C=C/CC=C


[8]
Molecular formula: C7H10
Method: DFT, ωB97M-V with the def2-TZVPD basis set

Each line ends with the natural charge from an NBO analysis.
Cartesian coordinates (Å):
1 C 0.456 -1.072 -0.469  -0.07
2 C -0.631 -0.266 1.426  -0.40
3 H -1.085 -1.241 1.631  0.21
4 C -1.054 0.559 0.196  -0.21
5 H -1.960 1.173 0.168  0.21
6 H -1.211 -0.574 -1.904  0.23
7 C -0.548 -0.178 -1.133  -0.30
8 H 1.392 -1.357 1.277  0.13
9 H -0.181 1.864 -1.880  0.22
10 H -0.631 0.364 2.324  0.21
11 H 0.988 -2.224 1.042  -0.05
12 H 1.323 0.880 -1.916  0.21
13 C 0.368 1.167 0.123  -0.24
14 C 0.748 -0.280 0.699  -0.22
15 H 0.985 -1.919 -0.879  0.23
16 H 0.666 2.049 0.691  0.22
17 C 0.373 1.054 -1.397  -0.39

Summary:
total charge: 0
energy relative to the best compared isomer or geometry (same formula, charge and spin): 178.2 kcal per mole
calculated total energy: -272.43400 Eh